C47H63N7OSTl | the ωB97M-V functional and the def2-TZVPD basis

Each line ends with the Mulliken charge.
Cartesian coordinates (Å):
Tl1 -0.288 -0.159 -0.209  1.34
C1 -3.682 -3.523 3.851  -1.16
C2 -2.200 -3.768 4.160  -1.27
C3 -1.312 -3.375 3.023  0.14
C4 -0.804 -4.161 2.056  0.25
C5 -0.949 -5.636 1.868  -1.23
C6 0.276 -6.418 2.357  -0.98
C7 -0.040 -3.277 1.154  -1.02
C8 0.685 -3.761 -0.052  -0.05
C9 2.132 -2.210 -1.474  -0.25
C10 2.300 -2.484 -2.922  0.26
C11 2.279 -3.812 -3.630  -0.78
C12 1.013 -4.034 -4.465  -1.16
C13 2.431 -1.271 -3.504  0.38
C14 2.245 -0.275 -2.447  -0.11
C15 2.242 1.066 -2.590  -0.27
C16 1.917 2.080 -1.605  0.36
N1 1.421 1.809 -0.408  -0.28
C17 1.177 3.021 0.194  -0.53
C18 0.566 3.190 1.426  0.08
C19 -0.016 2.290 2.327  -0.25
N2 -0.127 0.930 2.158  0.05
C20 -0.798 0.475 3.216  0.18
C21 -1.161 -0.910 3.438  -0.42
C22 -0.875 -2.006 2.708  0.32
N3 -0.103 -2.030 1.540  0.57
C23 -1.142 1.540 4.119  0.28
C24 -0.643 2.692 3.557  0.32
C25 -0.692 4.084 4.113  -1.13
C26 0.615 4.501 4.798  -1.19
C27 -1.844 1.383 5.435  -1.07
C28 -0.911 0.906 6.555  -1.16
C29 1.575 4.101 -0.682  0.48
C30 2.029 3.506 -1.827  0.08
C31 2.495 4.156 -3.096  -1.02
C32 1.398 4.217 -4.167  -1.06
C33 1.426 5.564 -0.397  -1.04
C34 0.016 6.089 -0.695  -1.02
N4 2.067 -0.944 -1.225  -0.29
C35 2.753 -0.960 -4.932  -0.91
C36 4.262 -0.799 -5.150  -1.27
H1 -4.316 -3.808 4.694  0.40
H2 -3.988 -4.101 2.977  0.32
H3 -3.859 -2.470 3.625  0.24
H4 -2.045 -4.824 4.391  0.51
H5 -1.919 -3.211 5.058  0.40
H6 -1.114 -5.832 0.805  0.39
H7 -1.839 -5.987 2.396  0.47
H8 1.172 -6.116 1.810  0.09
H9 0.143 -7.493 2.215  0.43
H10 0.456 -6.230 3.418  0.27
H11 0.794 -4.843 -0.007  0.65
H12 2.353 -4.609 -2.890  0.24
H13 3.159 -3.885 -4.280  0.47
H14 0.138 -3.990 -3.816  0.24
H15 1.049 -5.014 -4.948  0.39
H16 0.901 -3.277 -5.244  0.25
H17 2.474 1.438 -3.584  0.29
H18 0.492 4.228 1.740  0.06
H19 -1.751 -1.089 4.332  0.13
H20 -1.510 4.155 4.834  0.48
H21 -0.926 4.798 3.318  0.33
H22 0.821 3.853 5.653  0.26
H23 0.571 5.534 5.153  0.40
H24 1.457 4.409 4.109  0.26
H25 -2.673 0.676 5.334  0.34
H26 -2.293 2.336 5.726  0.49
H27 -0.479 -0.066 6.308  0.25
H28 -1.437 0.816 7.509  0.41
H29 -0.083 1.607 6.683  0.25
H30 3.355 3.612 -3.497  0.37
H31 2.847 5.168 -2.881  0.40
H32 1.034 3.216 -4.407  0.26
H33 1.762 4.680 -5.088  0.38
H34 0.544 4.793 -3.807  0.21
H35 2.153 6.124 -0.990  0.43
H36 1.669 5.764 0.651  0.38
H37 -0.214 5.990 -1.758  0.23
H38 -0.085 7.141 -0.419  0.37
H39 -0.732 5.514 -0.145  0.21
H40 2.243 -0.043 -5.237  0.44
H41 2.377 -1.752 -5.579  0.30
H42 4.659 -0.001 -4.520  0.27
H43 4.493 -0.563 -6.191  0.43
H44 4.785 -1.720 -4.882  0.31
O1 -2.559 1.008 -3.132  -0.59
C37 -3.514 0.197 -2.480  -0.45
C38 -4.043 0.844 -1.222  0.60
C39 -5.384 0.808 -0.857  -0.80
C40 -5.759 1.370 0.352  -0.36
C41 -4.789 1.944 1.160  -0.87
C42 -3.476 1.936 0.712  0.03
N5 -3.115 1.409 -0.456  0.07
H45 -1.830 1.129 -2.509  0.26
H46 -3.081 -0.774 -2.208  0.07
H47 -4.327 0.022 -3.186  0.42
H48 -6.113 0.342 -1.509  0.36
H49 -6.797 1.357 0.663  0.39
H50 -5.037 2.380 2.118  0.45
H51 -2.673 2.348 1.321  0.37
C43 5.319 -3.281 -0.270  -1.30
C44 4.346 -4.138 -1.082  -0.20
N6 2.974 -4.344 -0.605  -0.17
C45 2.140 -3.180 -0.286  0.13
S1 -0.571 -3.461 -1.375  -0.51
N7 2.697 -2.457 0.857  -0.14
C46 2.786 -3.181 2.108  0.32
C47 2.926 -2.189 3.250  -1.46
H52 6.294 -3.292 -0.769  0.47
H53 5.455 -3.669 0.743  0.27
H54 4.973 -2.253 -0.187  0.23
H55 4.762 -5.143 -1.189  0.56
H56 4.297 -3.724 -2.090  0.01
H57 2.985 -4.947 0.207  0.50
H58 2.229 -1.571 0.984  0.36
H59 3.664 -3.839 2.093  0.52
H60 1.918 -3.830 2.305  -0.42
H61 3.809 -1.563 3.100  0.36
H62 3.022 -2.705 4.208  0.49
H63 2.049 -1.536 3.293  0.05

Atomic forces in eV per Å
Tl -0.39 -0.08 -0.32
C 0.03 0.02 -0.01
C -0.05 0.05 -0.03
C 0.06 0.06 0.00
C -0.05 -0.10 -0.17
C 0.08 -0.03 -0.03
C -0.03 0.01 0.00
C 0.05 0.06 -0.11
C -0.11 0.10 -0.03
C 0.01 -0.14 0.07
C -0.06 -0.16 0.00
C -0.02 -0.02 0.03
C -0.01 0.04 -0.03
C 0.00 0.05 0.04
C -0.04 0.03 0.04
C -0.04 0.13 0.03
C 0.09 -0.02 -0.14
N 0.00 0.04 0.16
C 0.02 0.06 0.02
C -0.05 -0.07 0.03
C 0.05 0.13 -0.07
N 0.10 0.06 -0.04
C -0.06 -0.09 0.05
C -0.03 0.15 0.08
C -0.06 0.09 -0.09
N 0.25 -0.18 0.11
C -0.04 -0.07 0.12
C 0.02 0.01 -0.05
C 0.06 -0.04 0.02
C -0.02 -0.04 -0.02
C 0.08 -0.01 0.00
C -0.01 0.00 -0.04
C -0.02 -0.06 0.07
C 0.02 -0.07 -0.12
C -0.05 -0.04 0.00
C 0.02 -0.01 0.04
C -0.04 -0.02 -0.02
C 0.01 -0.02 0.00
N 0.17 0.07 0.19
C 0.04 0.04 0.03
C -0.02 0.01 0.03
H 0.01 0.00 0.00
H 0.01 0.01 0.01
H 0.00 -0.02 0.00
H 0.00 -0.01 0.01
H 0.00 0.00 0.02
H -0.01 0.00 0.00
H -0.01 0.00 0.01
H -0.02 -0.01 0.03
H 0.00 0.02 -0.01
H 0.00 -0.01 -0.01
H 0.05 -0.03 0.21
H 0.00 0.02 -0.02
H 0.02 0.00 0.01
H 0.07 -0.03 -0.04
H 0.00 0.00 0.00
H 0.01 0.01 -0.01
H -0.02 0.01 0.02
H -0.01 -0.01 0.00
H 0.01 0.03 -0.02
H -0.02 0.02 -0.01
H 0.00 0.01 -0.01
H 0.01 0.01 -0.02
H -0.01 -0.02 0.00
H -0.02 0.01 0.01
H -0.02 0.00 0.01
H -0.01 0.01 0.00
H 0.00 0.03 0.00
H 0.00 0.00 -0.02
H -0.02 -0.01 0.00
H 0.02 0.01 0.01
H 0.01 0.01 0.00
H 0.00 0.02 0.00
H 0.00 -0.01 0.01
H 0.00 -0.01 -0.01
H 0.01 0.02 0.00
H 0.01 0.00 0.00
H 0.00 -0.01 0.02
H 0.01 -0.02 -0.01
H 0.02 0.02 -0.01
H -0.03 -0.01 -0.02
H -0.01 -0.04 -0.02
H 0.00 -0.01 -0.01
H -0.01 0.00 0.01
H 0.00 0.01 0.00
O -0.03 -0.06 -0.02
C 0.00 0.08 -0.02
C 0.06 -0.06 0.01
C -0.01 -0.03 0.01
C 0.00 0.01 0.01
C 0.02 -0.02 -0.01
C 0.02 -0.06 -0.04
N -0.02 0.20 0.20
H 0.00 0.02 0.03
H 0.00 -0.02 0.00
H -0.01 0.00 -0.03
H 0.02 0.01 0.00
H 0.00 0.00 0.00
H 0.01 0.00 0.00
H -0.03 0.01 -0.03
C -0.02 0.00 0.01
C -0.08 0.02 0.09
N 0.17 0.13 -0.03
C -0.13 -0.04 -0.22
S 0.12 0.03 0.22
N 0.09 -0.08 -0.05
C -0.03 0.07 0.02
C -0.01 0.02 0.01
H -0.01 -0.01 0.02
H -0.01 0.01 -0.03
H 0.01 -0.03 -0.01
H 0.03 -0.02 -0.04
H -0.02 0.01 -0.04
H -0.04 -0.07 -0.02
H -0.09 0.00 -0.04
H 0.01 -0.03 -0.01
H 0.00 0.02 0.01
H -0.03 -0.01 0.01
H 0.00 0.01 0.00
H 0.03 -0.04 0.00

Results
M: 978.52 u
charge: -1
energy relative to the best compared isomer or geometry (same formula, charge and spin): 16.93 kcal/mol
maximum force: 0.010 Eh/bohr
HOMO-LUMO gap: 5.14 eV
highest occupied orbital energy: -3.640 eV